(1)
111
Properties=species:S:1:pos:R:3:lowdin_charge:R:1 method="wB97M-V/def2-TZVPD" e_above_lowest_kcal_mol=0.00 homo_ev=-6.9131 e_lumo_ev=-0.7 e_tot_ha=-6434.6678 homo_lumo_gap_ev=6.2 molar_mass_g_mol=1247.24
Hf -0.1286 -0.0229 0.4061 1.233
C 4.8159 0.0543 -1.6993 -0.094
C 3.5682 0.7882 -1.2145 -0.515
C 3.8566 2.2750 -0.9960 -0.114
P 2.6865 -0.0127 0.2043 1.083
C 3.6361 0.0820 1.7898 -0.504
C 3.7110 1.5537 2.2210 -0.122
C 5.0144 -0.5593 1.9375 -0.090
C 2.5451 -1.7131 -0.4264 -0.304
C 3.3910 -2.7955 -0.1810 -0.054
C 3.1391 -4.0552 -0.6999 -0.280
C 4.0745 -5.2065 -0.4457 -0.047
C 1.9842 -4.2240 -1.4650 -0.037
C 1.1338 -3.1695 -1.7220 -0.039
C 1.4181 -1.8860 -1.2419 -0.344
N 0.5577 -0.7786 -1.4873 -0.194
C 0.0194 -0.6569 -2.7781 -0.331
C 0.6274 -1.2597 -3.8891 -0.027
C 0.0972 -1.1460 -5.1592 -0.035
C -1.0521 -0.4060 -5.4043 -0.277
C -1.6426 -0.2804 -6.7842 -0.052
C -1.6136 0.2559 -4.3241 -0.058
C -1.1053 0.1610 -3.0281 -0.316
P -1.6376 1.2259 -1.6571 1.018
C -3.4657 1.6085 -1.5981 -0.517
C -4.2752 1.4266 -2.8821 -0.109
C -4.2095 0.8971 -0.4658 -0.172
C -0.8976 2.8554 -2.1479 -0.528
C -1.4853 3.5308 -3.3825 -0.098
C 0.6132 2.6993 -2.2911 -0.117
H 5.2012 0.5468 -2.5961 0.083
H 5.6091 0.0771 -0.9509 0.064
H 4.6074 -0.9849 -1.9490 0.068
H 2.7978 0.7003 -1.9894 0.088
H 4.7519 2.4129 -0.3884 0.070
H 4.0365 2.7592 -1.9583 0.085
H 3.0339 2.8006 -0.5091 0.060
H 2.9453 -0.4144 2.4768 0.065
H 4.5777 2.0473 1.7808 0.072
H 2.8206 2.1122 1.9358 0.035
H 3.8049 1.6107 3.3077 0.037
H 5.7226 -0.1740 1.2038 0.067
H 5.4061 -0.3128 2.9281 0.085
H 4.9928 -1.6421 1.8686 0.052
H 4.2747 -2.6601 0.4221 0.087
H 4.8147 -4.9531 0.3133 0.074
H 3.5300 -6.0882 -0.1035 0.080
H 4.6116 -5.4877 -1.3537 0.081
H 1.7362 -5.2080 -1.8481 0.120
H 0.2240 -3.3287 -2.2860 0.121
H 1.5337 -1.8339 -3.7544 0.110
H 0.5964 -1.6472 -5.9816 0.112
H -1.2012 -1.0061 -7.4673 0.072
H -2.7206 -0.4487 -6.7708 0.078
H -1.4714 0.7140 -7.2032 0.079
H -2.4730 0.8790 -4.5111 0.083
H -3.4286 2.6814 -1.3716 0.086
H -4.2675 0.3811 -3.1923 0.088
H -5.3139 1.6994 -2.6784 0.085
H -3.9293 2.0465 -3.7061 0.055
H -4.4817 -0.1189 -0.7524 0.017
H -3.6275 0.8187 0.4498 0.001
H -5.1344 1.4432 -0.2525 0.087
H -1.0805 3.4918 -1.2741 0.086
H -1.3464 2.9189 -4.2754 0.070
H -2.5472 3.7531 -3.2729 0.063
H -0.9710 4.4801 -3.5539 0.083
H 0.8633 2.1278 -3.1892 0.088
H 1.0834 3.6824 -2.3646 0.092
H 1.0487 2.1896 -1.4306 0.026
I 0.2792 0.7127 4.5206 0.294
I 2.3736 1.1733 6.1978 -0.020
C -3.5048 -3.0673 2.8936 -0.131
O -2.6932 -2.5664 1.8356 -0.376
C -3.2430 -2.3557 0.6321 -1.310
S -4.8299 -2.6739 0.3046 0.633
S -2.1301 -1.7134 -0.5163 0.618
H -2.8460 -3.1116 3.7592 0.086
H -3.8871 -4.0574 2.6502 0.081
H -4.3501 -2.4042 3.0781 0.070
O 0.0477 4.1426 0.7799 0.015
C 0.4535 3.1601 1.3651 -0.505
O 0.2114 1.9295 1.0350 -0.359
H 1.0580 3.2573 2.2811 0.115
C 0.1193 -3.8078 1.6894 -0.027
C 0.3143 -2.5562 2.5258 -0.512
C 1.6275 -2.6417 3.2872 -0.063
O 0.2854 -1.4075 1.6983 -0.483
H 0.2040 -4.6956 2.3215 0.091
H 0.8989 -3.8540 0.9283 0.062
H -0.8497 -3.8086 1.1992 0.058
H -0.5084 -2.4561 3.2431 0.106
H 2.4531 -2.8181 2.5922 0.074
H 1.5891 -3.4747 3.9925 0.088
H 1.8254 -1.7340 3.8560 0.008
C -3.2264 0.8112 5.6502 -0.050
N -3.2935 1.8457 4.6223 -0.123
C -3.8175 3.1059 4.8260 -0.027
C -3.6935 3.7745 3.6637 -0.022
N -3.0895 2.9176 2.7645 -0.081
C -2.8315 3.2685 1.3724 -0.014
C -2.8326 1.7423 3.3624 -0.586
Se -1.9995 0.1705 2.6990 0.672
H -4.1871 0.7568 6.1577 0.099
H -2.4356 1.0405 6.3603 0.076
H -3.0105 -0.1391 5.1747 0.042
H -4.2291 3.4045 5.7731 0.130
H -3.9766 4.7741 3.3876 0.131
H -3.7736 3.3007 0.8299 0.096
H -2.1804 2.5191 0.9372 0.032
H -2.3276 4.2288 1.3288 0.098



(2)
109
Properties=species:S:1:pos:R:3:lowdin_charge:R:1 method="wB97M-V/def2-TZVPD" e_above_lowest_kcal_mol=573.35 homo_ev=-8.6498 e_lumo_ev=0.0 e_tot_ha=-3166.8433 homo_lumo_gap_ev=8.6 molar_mass_g_mol=741.78
F -2.2182 -2.3979 3.3293 0.077
C -0.9906 -1.8494 3.2314 -0.288
C -0.8246 -0.5704 2.7724 -0.016
C 0.4364 0.0061 2.6947 -0.108
C 1.5541 -0.7286 3.0001 -0.085
C 1.4259 -2.0660 3.4861 -0.031
C 0.1462 -2.6395 3.5660 0.003
H -1.7177 -0.0108 2.5366 0.055
H 0.5349 1.0130 2.3167 0.018
H 2.5538 -0.3353 2.8893 0.091
H 2.3363 -2.6172 3.6695 0.102
H 0.0408 -3.6719 3.8650 0.124
F -3.3446 2.7265 -0.0275 0.034
C -3.2212 1.3924 -0.3125 -0.219
C -3.6609 0.3812 0.5251 -0.023
C -3.4127 -0.9488 0.2415 -0.034
C -2.6931 -1.2673 -0.9242 -0.040
C -2.2403 -0.2757 -1.7889 -0.076
C -2.5428 1.0341 -1.4448 -0.015
H -4.0239 0.5856 1.5215 0.104
H -3.6912 -1.6957 0.9702 0.094
H -2.3562 -2.2524 -1.2115 0.056
H -1.7399 -0.6470 -2.6710 0.026
H -2.2318 1.8667 -2.0583 0.023
C 0.3947 2.0484 -4.2631 -0.971
Cl -0.9955 1.0214 -4.3684 0.839
Cl 1.3468 2.0184 -5.7066 0.588
H 0.0552 3.0612 -4.0458 0.037
H 1.0369 1.7473 -3.4355 0.019
C 2.5479 -4.6038 0.2525 0.018
C 1.7940 -3.4860 -0.4062 -0.405
O 0.7182 -3.0847 0.0053 -0.239
C 2.4296 -3.0428 -1.7089 -0.006
H 3.0844 -4.2262 1.1230 0.092
H 3.2854 -4.9937 -0.4490 0.083
H 1.8932 -5.4003 0.6062 0.099
H 2.5133 -3.8153 -2.4732 0.102
H 3.4272 -2.7060 -1.4269 0.099
H 1.8468 -2.1912 -2.0601 0.068
C 3.1507 0.5945 0.7638 -0.029
C 4.0517 1.2796 -0.2012 -0.479
O 3.5895 1.9513 -1.1348 0.026
C 5.5322 1.1300 0.0634 -0.009
H 2.7189 -0.3279 0.3754 0.080
H 2.3857 1.3046 1.0777 0.051
H 3.7369 0.2718 1.6242 0.096
H 6.1587 1.6589 -0.6549 0.093
H 5.7770 0.0746 0.1823 0.090
H 5.7904 1.5502 1.0354 0.084
C -3.2057 -4.3281 0.3446 -0.005
C -1.9027 -4.4907 1.1045 -0.438
O -1.6778 -5.5416 1.6375 0.081
C -0.9812 -3.2859 1.0751 -0.061
H -4.0239 -4.8284 0.8627 0.091
H -3.0478 -4.7144 -0.6624 0.091
H -3.5514 -3.2947 0.3228 0.034
H -1.3776 -2.4656 1.6734 0.068
H -0.8608 -2.9298 0.0519 0.052
H -0.0387 -3.6907 1.4438 0.102
C 1.0752 2.5233 1.3283 -0.126
C 2.1830 3.5000 1.8332 -0.350
O 1.9647 4.3539 2.7080 0.064
C 3.5152 3.4771 1.1989 -0.021
H 1.1108 1.6554 1.9867 0.052
H 1.2844 2.1995 0.3087 0.104
H 0.0861 2.9803 1.3610 0.075
H 4.2031 2.7224 1.5801 0.076
H 4.0893 4.3711 1.4421 0.105
H 3.3848 3.3072 0.1302 0.074
C -1.5196 1.6464 2.4887 -0.060
C -2.2198 2.9911 2.6168 -0.402
O -1.5582 3.9890 2.8673 0.077
C -3.7568 2.8982 2.5538 -0.007
H -1.5145 1.4154 1.4234 0.088
H -2.0201 0.8497 3.0390 0.091
H -0.4892 1.6901 2.8417 0.098
H -4.1694 2.6199 3.5236 0.095
H -4.0548 2.2432 1.7351 0.033
H -4.0853 3.9321 2.4473 0.088
C -1.3288 4.8268 -2.3037 0.031
C -1.1202 3.4162 -1.7497 -0.332
O -1.1629 2.4497 -2.4914 -0.269
C -0.8347 3.3229 -0.2527 -0.005
H -0.4189 5.0670 -2.8537 0.089
H -1.3919 5.5402 -1.4820 0.087
H -2.1648 4.9242 -2.9963 0.098
H -0.7753 2.3114 0.1492 0.033
H -1.5526 3.9272 0.3019 0.111
H 0.1427 3.7584 -0.0452 0.118
C -0.3457 -1.4294 -4.3355 -0.131
C -1.2747 -2.1189 -3.4051 -0.489
O -2.4783 -2.0403 -3.6631 0.053
C -0.7257 -2.9711 -2.2618 -0.003
H -0.7909 -1.0055 -5.2356 0.054
H 0.4291 -2.1462 -4.6074 0.100
H 0.1414 -0.5897 -3.8397 0.008
H 0.0296 -3.6650 -2.6305 0.102
H -1.4624 -3.6002 -1.7622 0.084
H -0.2996 -2.3136 -1.5040 0.062
C 0.1325 0.7821 -1.5369 -0.009
C 0.2822 0.3594 -0.0636 -0.267
O -0.0608 1.1329 0.8144 -0.305
C 0.7753 -1.0292 0.2358 -0.037
H -0.1689 -0.1024 -2.0980 0.052
H 1.0621 1.1938 -1.9298 0.097
H -0.7340 1.4418 -1.5821 0.002
H 1.6295 -1.1959 -0.4205 0.076
H 0.0133 -1.7972 0.1034 0.060
H 1.2232 -1.1108 1.2262 0.068